Entry from OMol25: an isolated molecule of C19H28N6O (ωB97M-V/def2-TZVPD).

```
! RIJCOSX wB97M-V def2-TZVPD def2/J DEFGRID3
* xyz 0 1
C -6.500 -3.048 1.648
C -5.904 -1.873 0.934
C -6.498 -0.620 1.007
C -5.934 0.469 0.368
C -4.766 0.326 -0.365
C -4.164 1.511 -1.091
C -4.389 1.397 -2.598
N -2.747 1.595 -0.817
C -2.137 2.296 0.157
C -0.796 1.992 0.014
C 0.365 2.470 0.790
O 0.259 3.194 1.763
N 1.535 2.026 0.285
C 2.807 2.302 0.903
C 3.485 1.050 1.480
N 4.495 0.508 0.590
C 3.936 -0.080 -0.616
C 5.070 -0.550 -1.538
N 5.983 -1.486 -0.914
C 5.463 -2.831 -0.791
C 6.464 -0.917 0.330
C 5.340 -0.461 1.268
N -0.687 1.128 -1.025
N -1.848 0.899 -1.504
C -4.167 -0.925 -0.444
C -4.730 -2.008 0.202
H -6.044 -3.154 2.633
H -6.321 -3.968 1.096
H -7.571 -2.918 1.785
H -7.410 -0.493 1.571
H -6.411 1.437 0.436
H -4.619 2.434 -0.715
H -5.454 1.324 -2.803
H -3.890 0.510 -2.978
H -3.987 2.268 -3.109
H -2.650 2.931 0.846
H 1.481 1.400 -0.505
H 2.592 3.011 1.706
H 3.484 2.771 0.183
H 2.709 0.304 1.733
H 3.994 1.326 2.407
H 3.359 0.678 -1.147
H 3.263 -0.926 -0.380
H 4.651 -1.006 -2.437
H 5.659 0.325 -1.831
H 6.246 -3.468 -0.381
H 5.208 -3.195 -1.786
H 4.574 -2.923 -0.152
H 7.097 -1.648 0.836
H 7.072 -0.045 0.072
H 5.780 0.017 2.147
H 4.758 -1.336 1.612
H -3.253 -1.045 -1.008
H -4.253 -2.975 0.136
*
```

Values from the calculation:
Gap between HOMO and LUMO: 8.8692 eV
SMILES string: Cc1ccc([C@H](C)n2cc(C(=O)NCCN3CCN(C)CC3)nn2)cc1
Relative energy (zero: lowest compared OMol25 entry of this formula, charge and spin): 1.976 eV
Total energy: -31145.2697 eV
M: 356.5 g/mol
Highest occupied orbital energy: -8.128 eV

=====

Entry from OMol25: a structure of composition C22H18BN9O2Pd (ωB97M-V/def2-TZVPD).

```
! RIJCOSX wB97M-V def2-TZVPD def2/J DEFGRID3
* xyz 1 2
Pd -1.207 0.065 -0.407
C 1.446 -2.259 1.955
C 0.245 -2.158 1.269
N -0.086 -0.877 1.106
N 0.882 -0.130 1.697
C 1.820 -0.948 2.188
B 0.734 1.421 1.710
N -0.778 1.710 1.943
C -1.409 2.345 2.939
C -2.770 2.314 2.692
C -2.906 1.626 1.491
N -1.693 1.280 1.064
N 1.091 1.907 0.274
C 1.857 2.899 -0.205
C 1.794 2.876 -1.588
C 0.940 1.822 -1.892
N 0.551 1.233 -0.763
N 1.520 2.112 2.784
C 2.044 1.692 3.969
C 2.502 2.792 4.641
C 2.200 3.872 3.789
N 1.604 3.467 2.685
H 1.965 -3.153 2.252
H -0.403 -2.937 0.903
H 2.696 -0.559 2.679
H -0.849 2.801 3.739
H -3.553 2.748 3.287
H -3.782 1.395 0.908
H 2.380 3.553 0.469
H 2.300 3.531 -2.274
H 0.601 1.456 -2.847
H 2.020 0.663 4.280
H 2.976 2.819 5.606
H 2.390 4.923 3.941
O -3.492 1.147 -3.445
C -2.824 0.563 -2.641
O -2.512 1.038 -1.447
C -2.245 -0.802 -2.914
C -2.755 -1.600 -3.944
C -2.212 -2.837 -4.130
C -1.089 -3.233 -3.371
C -0.417 -4.458 -3.596
C 0.737 -4.745 -2.927
C 1.286 -3.804 -2.029
C 0.645 -2.626 -1.770
C -0.583 -2.342 -2.398
N -1.245 -1.170 -2.131
H -3.566 -1.208 -4.541
H -2.603 -3.508 -4.885
H -0.821 -5.145 -4.328
H 1.253 -5.678 -3.107
H 2.236 -4.014 -1.556
H 1.085 -1.879 -1.126
*
```

Values from the calculation:
Gap between HOMO and LUMO (spin up / spin down): 7.7462 / 6.6261 eV
Relative energy (zero: lowest compared OMol25 entry of this formula, charge and spin): 0.000 eV
Total energy: -44764.5052 eV
M: 557.7 g/mol
Highest occupied orbital energy (spin up / spin down): -12.015 / -12.015 eV

=====

Copy entry 1 word for word.
Entry from OMol25: an isolated molecule of C19H28N6O (ωB97M-V/def2-TZVPD).

```
! RIJCOSX wB97M-V def2-TZVPD def2/J DEFGRID3
* xyz 0 1
C -6.500 -3.048 1.648
C -5.904 -1.873 0.934
C -6.498 -0.620 1.007
C -5.934 0.469 0.368
C -4.766 0.326 -0.365
C -4.164 1.511 -1.091
C -4.389 1.397 -2.598
N -2.747 1.595 -0.817
C -2.137 2.296 0.157
C -0.796 1.992 0.014
C 0.365 2.470 0.790
O 0.259 3.194 1.763
N 1.535 2.026 0.285
C 2.807 2.302 0.903
C 3.485 1.050 1.480
N 4.495 0.508 0.590
C 3.936 -0.080 -0.616
C 5.070 -0.550 -1.538
N 5.983 -1.486 -0.914
C 5.463 -2.831 -0.791
C 6.464 -0.917 0.330
C 5.340 -0.461 1.268
N -0.687 1.128 -1.025
N -1.848 0.899 -1.504
C -4.167 -0.925 -0.444
C -4.730 -2.008 0.202
H -6.044 -3.154 2.633
H -6.321 -3.968 1.096
H -7.571 -2.918 1.785
H -7.410 -0.493 1.571
H -6.411 1.437 0.436
H -4.619 2.434 -0.715
H -5.454 1.324 -2.803
H -3.890 0.510 -2.978
H -3.987 2.268 -3.109
H -2.650 2.931 0.846
H 1.481 1.400 -0.505
H 2.592 3.011 1.706
H 3.484 2.771 0.183
H 2.709 0.304 1.733
H 3.994 1.326 2.407
H 3.359 0.678 -1.147
H 3.263 -0.926 -0.380
H 4.651 -1.006 -2.437
H 5.659 0.325 -1.831
H 6.246 -3.468 -0.381
H 5.208 -3.195 -1.786
H 4.574 -2.923 -0.152
H 7.097 -1.648 0.836
H 7.072 -0.045 0.072
H 5.780 0.017 2.147
H 4.758 -1.336 1.612
H -3.253 -1.045 -1.008
H -4.253 -2.975 0.136
*
```

Values from the calculation:
Gap between HOMO and LUMO: 8.8692 eV
SMILES string: Cc1ccc([C@H](C)n2cc(C(=O)NCCN3CCN(C)CC3)nn2)cc1
Relative energy (zero: lowest compared OMol25 entry of this formula, charge and spin): 1.976 eV
Total energy: -31145.2697 eV
M: 356.5 g/mol
Highest occupied orbital energy: -8.128 eV

=====

Which of these has the highest total energy?
C19H28N6O

=====

Among the records above, which one has the lowest relative energy (zero: lowest compared OMol25 entry of this formula, charge and spin)?
C22H18BN9O2Pd